Computed, not measured: a molecular structure, C26H15BCl3F5FeN6O7S, with the ωB97M-V functional and the def2-TZVPD basis.

Properties
* total charge: -2
* spin multiplicity: 1
* energy above the lowest of the compared OMol25 structures with the same formula, charge and spin: 11.4 kcal/mol

Geometry as XYZ:
```
65
C26H15BCl3F5FeN6O7S (the ωB97M-V functional and the def2-TZVPD basis)
Fe 0.80 0.65 0.56
Cl -5.66 -0.83 3.38
C -4.22 -0.76 2.38
C -3.06 -0.18 2.87
C -1.96 -0.13 2.06
Cl -0.46 0.53 2.65
C -1.90 -0.62 0.72
O -0.87 -0.55 0.00
C -3.12 -1.23 0.31
Cl -3.16 -1.95 -1.28
C -4.25 -1.30 1.10
H -3.02 0.22 3.88
H -5.14 -1.78 0.73
N -0.64 4.08 -1.59
C -0.58 4.68 -0.36
C -0.73 6.01 0.03
C -0.64 6.26 1.39
C -0.42 5.22 2.30
C -0.28 3.91 1.90
C -0.36 3.63 0.54
N -0.27 2.43 -0.16
C -0.46 2.74 -1.42
C -0.60 1.89 -2.61
C -0.26 2.30 -3.87
S -0.61 1.06 -4.99
C -1.23 0.10 -3.70
N -1.16 0.65 -2.53
H -0.83 4.53 -2.47
H -0.90 6.80 -0.68
H -0.75 7.28 1.75
H -0.35 5.46 3.36
H -0.09 3.13 2.61
H 0.25 3.19 -4.18
H -1.62 -0.89 -3.87
O 1.38 -2.18 2.92
C 1.34 -2.12 1.69
O 1.56 -1.16 0.91
C 0.92 -3.39 0.95
C 0.49 -3.32 -0.37
C 0.05 -4.48 -0.99
C 0.03 -5.71 -0.37
C 0.47 -5.74 0.94
C 0.90 -4.61 1.61
N 0.47 -7.04 1.64
O 0.88 -7.08 2.78
O 0.07 -8.02 1.03
N -0.43 -4.42 -2.39
O -0.87 -5.45 -2.87
O -0.57 -3.32 -2.89
H 0.47 -2.35 -0.87
H -0.31 -6.59 -0.87
H 1.21 -4.64 2.65
F 2.54 2.91 0.66
C 2.24 1.76 1.38
F 1.89 2.27 2.66
C 3.63 1.16 1.67
F 3.56 0.11 2.49
F 4.46 2.05 2.27
F 4.25 0.77 0.55
B 3.27 0.68 -3.45
C 2.42 0.66 -2.10
N 1.81 0.66 -1.13
H 3.15 1.79 -3.95
H 4.43 0.45 -3.17
H 2.82 -0.17 -4.19
```

Computed, not measured: 8 unconnected molecules or ions with the total composition C15H32Cl14O4, with the ωB97M-V functional and the def2-TZVPD basis.

Properties
* spin multiplicity: 1
* SMILES string: ClC(Cl)(Cl)Cl.ClCCCl.ClCCCl.ClCCCl.ClCCCl.ClCCCl.OCCO.OCCO
* energy above the lowest of the compared OMol25 structures with the same formula, charge and spin: 0.0 kcal/mol

Geometry as XYZ:
```
65
C15H32Cl14O4 (the ωB97M-V functional and the def2-TZVPD basis)
C 4.17 -2.18 2.50
Cl 3.72 -0.73 3.50
Cl 4.64 -1.68 0.87
Cl 5.54 -3.03 3.20
Cl 2.76 -3.24 2.37
C 0.84 -0.19 1.11
C 0.86 1.21 0.54
O 1.41 1.23 -0.76
O 0.02 -1.03 0.28
H 0.50 -0.17 2.15
H 1.88 -0.54 1.08
H 1.52 1.84 1.15
H -0.12 1.70 0.46
H 0.87 0.68 -1.34
H 0.44 -1.90 0.28
C 1.05 2.52 3.73
C 0.71 1.45 4.78
O 0.49 0.25 4.06
O -0.09 2.69 2.90
H 1.91 2.20 3.14
H 1.27 3.48 4.20
H -0.18 1.77 5.32
H 1.56 1.33 5.45
H 0.59 -0.54 4.60
H -0.50 1.82 2.79
Cl -2.71 5.61 -1.23
C -3.38 4.18 -0.34
C -2.20 3.30 0.03
Cl -2.62 1.83 0.96
H -4.13 3.75 -1.00
H -3.85 4.57 0.55
H -1.51 3.86 0.65
H -1.57 3.08 -0.83
Cl 3.93 -1.34 -2.36
C 3.89 0.38 -2.86
C 2.71 0.58 -3.78
Cl 3.12 -0.12 -5.38
H 4.84 0.67 -3.30
H 3.79 0.92 -1.92
H 2.45 1.61 -4.00
H 1.80 0.08 -3.46
Cl 1.10 -4.74 -4.37
C 0.63 -3.06 -3.90
C -0.03 -3.00 -2.54
Cl -1.81 -3.20 -2.74
H 0.04 -2.71 -4.74
H 1.55 -2.48 -3.80
H 0.11 -2.07 -2.01
H 0.34 -3.81 -1.92
Cl -3.02 -5.30 2.95
C -2.68 -4.23 1.58
C -2.21 -2.85 2.01
Cl -0.58 -2.92 2.73
H -3.60 -4.19 0.98
H -1.98 -4.76 0.94
H -2.92 -2.37 2.68
H -2.16 -2.29 1.07
Cl -0.98 0.86 -3.03
C -2.24 1.75 -2.11
C -3.61 1.26 -2.55
Cl -4.91 2.15 -1.75
H -2.09 2.80 -2.37
H -1.95 1.64 -1.07
H -3.74 0.18 -2.51
H -3.70 1.43 -3.63
```

Result set for calculated total energy: -147531.5432; -199576.3126 eV, one per record in the order listed.
Result set for Kohn-Sham gap: 6.246; 10.174 eV, one per record in the order listed.
Result set for E_LUMO: 3.601; 0.017 eV, one per record in the order listed.